79
Properties=species:S:1:pos:R:3:mulliken_charge:R:1 method="wB97M-V/def2-TZVPD" lumo_ev=-5.07 relative_energy_kj_mol=29.4 spin_multiplicity=1 gap_ev=5.35 charge=+1 homo_energy_ev=-10.420
C 4.677 -2.561 1.468 -0.82
O 5.279 -1.386 1.958 -0.45
C 4.379 -0.370 2.311 0.56
C 3.000 -0.465 2.164 -0.53
C 2.153 0.552 2.562 -0.81
C 0.671 0.362 2.481 -1.44
C 0.072 -0.243 3.750 0.33
C 0.597 -1.647 4.025 0.23
O 1.741 -1.956 4.278 -0.65
N -0.481 -2.499 3.928 0.36
C -0.329 -3.935 4.094 -1.02
C -1.788 -1.817 3.719 0.15
C -2.390 -2.312 2.408 -1.54
C -2.652 -2.069 4.951 -1.57
N -1.410 -0.363 3.628 0.46
C -2.269 0.683 3.456 0.09
C -3.623 0.500 3.310 0.71
C -4.576 1.478 3.119 -0.76
C -5.967 1.204 2.997 0.94
C -6.875 2.263 2.812 -0.42
C -8.225 2.028 2.699 -0.72
C -8.715 0.735 2.766 -0.33
C -7.845 -0.327 2.948 -0.80
C -6.493 -0.103 3.062 -0.31
C 2.689 1.701 3.114 -0.55
C 4.063 1.860 3.271 0.51
O 4.671 2.994 3.831 -0.44
C 3.785 4.030 4.187 -0.86
C 4.915 0.816 2.851 1.19
O 6.315 0.958 2.979 -0.56
C 6.785 0.497 4.218 -0.65
H 5.461 -3.280 1.231 0.27
H 4.021 -2.989 2.226 0.32
H 4.118 -2.343 0.558 0.33
H 2.562 -1.362 1.768 0.43
H 0.190 1.322 2.274 0.62
H 0.428 -0.285 1.633 0.49
H 0.298 0.393 4.616 0.31
H 0.724 -4.182 4.219 0.38
H -0.881 -4.271 4.971 0.31
H -0.713 -4.452 3.216 0.35
H -1.664 -2.175 1.608 0.36
H -2.639 -3.370 2.463 0.47
H -3.289 -1.772 2.128 0.39
H -2.099 -1.764 5.838 0.41
H -3.581 -1.506 4.937 0.38
H -2.900 -3.125 5.053 0.45
H -1.867 1.678 3.434 0.57
H -3.976 -0.507 3.360 -0.79
H -4.268 2.507 3.082 0.45
H -6.493 3.268 2.761 0.39
H -8.905 2.853 2.557 0.40
H -9.774 0.554 2.678 0.41
H -8.232 -1.333 2.999 0.41
H -5.834 -0.940 3.206 0.39
H 2.021 2.478 3.432 0.48
H 4.367 4.868 4.568 0.25
H 3.224 4.362 3.315 0.34
H 3.107 3.689 4.969 0.34
H 7.867 0.624 4.251 0.28
H 6.325 1.077 5.018 0.24
H 6.538 -0.559 4.327 0.24
C -1.759 2.987 -5.028 -0.46
C -3.056 3.288 -4.666 -0.50
C -3.419 3.294 -3.334 -0.46
C -2.488 3.006 -2.348 0.45
C -2.895 2.975 -0.905 -0.71
N -3.373 1.664 -0.487 -0.57
C -1.188 2.698 -2.722 -0.32
C -0.826 2.691 -4.055 -0.55
H -1.475 2.982 -6.069 0.38
H -3.788 3.514 -5.424 0.38
H -4.435 3.512 -3.046 0.37
H -2.050 3.290 -0.279 0.32
H -3.686 3.716 -0.739 0.39
H -2.666 0.961 -0.662 0.28
H -3.609 1.621 0.500 0.20
H -0.467 2.457 -1.959 0.45
H 0.186 2.448 -4.336 0.38

***

83
Properties=species:S:1:pos:R:3:nbo_charge:R:1 method="wB97M-V/def2-TZVPD" lumo_ev=0.63 spin_multiplicity=1 gap_ev=8.71 homo_energy_ev=-8.082
C -1.287 -3.470 -3.027 -0.60
C -1.615 -3.172 -1.564 -0.43
C -1.217 -1.764 -1.212 -0.07
C -0.142 -1.544 -0.429 0.51
O 0.499 -2.553 0.232 -0.52
C 1.829 -2.742 -0.093 0.92
O 2.283 -2.352 -1.144 -0.67
N 2.481 -3.443 0.837 -0.44
C 1.877 -3.788 2.108 -0.21
C 1.034 -5.057 2.005 -0.61
C 3.893 -3.703 0.630 -0.21
C 4.762 -2.624 1.269 -0.62
N 0.327 -0.261 -0.181 -0.52
C 1.135 0.145 0.843 0.94
O 1.735 -0.529 1.628 -0.60
O 1.173 1.507 0.845 -0.51
C 0.319 2.007 -0.104 0.60
N -0.063 3.178 -0.280 -0.49
C 0.315 4.380 0.404 -0.27
C 1.295 4.354 1.593 -0.09
O 0.656 4.373 2.848 -0.54
C 0.151 3.130 3.277 -0.25
C -0.086 0.855 -1.004 0.16
C 0.819 0.902 -2.277 -0.45
C 2.185 1.450 -1.961 0.05
C 3.201 0.621 -1.500 -0.25
C 4.425 1.155 -1.135 -0.19
C 4.650 2.517 -1.230 -0.22
C 3.650 3.345 -1.712 -0.22
C 2.427 2.814 -2.077 -0.23
C -1.563 0.773 -1.410 -0.25
C -2.033 -0.645 -1.642 -0.03
C -3.285 -0.754 -2.111 -0.19
C -4.114 0.483 -2.230 -0.44
C -4.003 1.243 -0.891 -0.30
C -4.629 0.371 0.188 0.72
O -5.752 -0.055 0.221 -0.58
N -3.674 0.134 1.152 -0.47
C -3.888 -0.738 2.291 -0.23
C -3.367 -2.140 1.996 -0.61
C -2.477 0.759 0.915 0.73
O -1.534 0.738 1.667 -0.61
C -2.557 1.446 -0.431 -0.32
H -0.219 -3.362 -3.198 0.22
H -1.814 -2.784 -3.686 0.20
H -1.577 -4.488 -3.279 0.21
H -1.067 -3.864 -0.924 0.22
H -2.680 -3.320 -1.382 0.21
H 2.683 -3.933 2.829 0.20
H 1.262 -2.949 2.441 0.23
H 1.638 -5.888 1.648 0.20
H 0.209 -4.905 1.316 0.21
H 0.630 -5.312 2.981 0.21
H 4.066 -3.722 -0.449 0.23
H 4.126 -4.686 1.046 0.19
H 4.625 -2.602 2.347 0.21
H 4.484 -1.650 0.874 0.22
H 5.810 -2.811 1.051 0.21
H -0.620 4.843 0.739 0.22
H 0.724 5.023 -0.382 0.21
H 1.980 3.503 1.512 0.19
H 1.879 5.278 1.571 0.19
H 0.946 2.379 3.335 0.18
H -0.263 3.299 4.270 0.19
H -0.636 2.751 2.618 0.17
H 0.340 1.543 -3.017 0.22
H 0.892 -0.113 -2.671 0.24
H 3.036 -0.443 -1.437 0.25
H 5.206 0.502 -0.774 0.21
H 5.603 2.932 -0.937 0.21
H 3.823 4.408 -1.801 0.21
H 1.646 3.462 -2.450 0.21
H -1.663 1.327 -2.349 0.24
H -3.754 -1.702 -2.305 0.22
H -5.159 0.237 -2.414 0.24
H -3.763 1.130 -3.040 0.22
H -4.554 2.183 -0.955 0.25
H -4.962 -0.756 2.487 0.23
H -3.357 -0.306 3.142 0.22
H -2.302 -2.108 1.776 0.22
H -3.890 -2.562 1.141 0.21
H -3.529 -2.780 2.858 0.22
H -2.278 2.496 -0.332 0.28

***

79
Properties=species:S:1:pos:R:3:mulliken_charge:R:1 method="wB97M-V/def2-TZVPD" lumo_ev=-4.26 spin_multiplicity=1 gap_ev=6.97 charge=+1 homo_energy_ev=-11.230
C -1.962 4.446 -1.811 -0.49
O -0.652 5.084 -1.538 -0.32
C 0.171 5.185 -2.753 -0.56
C 1.512 4.247 -2.586 -0.54
C 1.134 2.679 -2.274 -0.33
C 2.162 2.018 -1.181 -0.75
C 1.648 2.189 0.402 0.02
C 2.072 3.706 0.846 -0.30
S 1.822 4.125 2.649 -0.09
C 1.103 2.669 3.634 0.28
C -0.393 2.913 4.313 -0.21
C -0.894 1.549 5.143 -0.44
C 0.144 0.295 5.122 -0.12
N 1.501 0.147 4.523 -0.26
C 2.012 1.327 3.767 -0.24
H -1.918 3.766 -2.791 0.31
H -2.851 5.208 -1.834 0.26
H -2.124 3.668 -0.921 0.05
H -0.401 5.011 -3.759 0.35
H 0.562 6.312 -2.792 0.28
H 2.269 4.728 -1.816 0.29
H 2.083 4.269 -3.635 0.37
H 0.020 2.490 -1.969 0.18
H 1.309 2.091 -3.298 0.28
H 2.262 0.861 -1.419 0.18
H 3.229 2.492 -1.295 0.27
H 0.498 1.964 0.527 0.13
H 2.253 1.346 0.992 0.16
H 1.466 4.483 0.197 0.07
H 3.218 3.844 0.598 0.48
H 3.120 4.410 3.185 0.29
H -1.017 3.899 4.232 0.37
H -1.960 1.503 5.678 0.31
H -0.259 -0.678 5.689 0.32
H 3.070 1.313 3.215 0.33
N 3.159 -0.335 -3.477 -0.32
C 4.267 -0.601 -2.751 0.00
C 4.893 -1.837 -2.725 -0.65
C 4.349 -2.866 -3.486 -0.10
C 3.207 -2.624 -4.242 -0.60
C 2.655 -1.353 -4.207 -0.09
H 4.652 0.234 -2.172 0.34
H 5.783 -1.993 -2.125 0.36
H 4.811 -3.849 -3.489 0.37
H 2.758 -3.405 -4.845 0.36
H 1.766 -1.113 -4.783 0.36
N 3.085 -5.463 3.946 -0.54
C 4.329 -5.253 3.464 -0.21
C 4.867 -3.996 3.239 -0.46
C 4.080 -2.884 3.522 -0.23
C 2.794 -3.068 4.019 0.19
C 2.346 -4.365 4.213 -0.37
H 4.902 -6.152 3.256 0.35
H 5.874 -3.886 2.853 0.36
H 4.467 -1.882 3.358 0.34
H 2.156 -2.222 4.249 0.26
H 1.351 -4.560 4.602 0.34
N -4.351 1.992 0.689 -0.53
C -3.243 1.726 1.415 -0.35
C -2.618 0.490 1.441 0.01
C -3.162 -0.540 0.681 -0.63
C -4.303 -0.297 -0.076 -0.13
C -4.855 0.973 -0.041 -0.42
H -2.859 2.560 1.994 0.46
H -1.728 0.333 2.041 0.40
H -2.700 -1.523 0.677 0.39
H -4.752 -1.079 -0.679 0.44
H -5.745 1.213 -0.617 0.38
N -5.038 -3.490 -3.122 -0.57
C -4.792 -4.401 -2.155 -0.21
C -5.774 -5.171 -1.553 -0.32
C -7.092 -4.994 -1.963 -0.21
C -7.377 -4.061 -2.954 -0.33
C -6.326 -3.342 -3.500 -0.19
H -3.749 -4.500 -1.868 0.39
H -5.519 -5.890 -0.783 0.36
H -7.889 -5.578 -1.513 0.36
H -8.394 -3.899 -3.295 0.36
H -6.497 -2.605 -4.279 0.37

***

100
Properties=species:S:1:pos:R:3:mulliken_charge:R:1 method="wB97M-V/def2-TZVPD" lumo_ev=-5.44 spin_multiplicity=1 gap_ev=1.00 homo_energy_ev=-6.435
C -1.356 -0.973 5.477 -0.58
C -1.987 0.319 4.774 0.86
C -1.861 0.300 3.226 -1.00
C -2.645 -0.906 2.548 -0.92
C -1.734 -1.380 1.377 -0.09
C -0.930 -2.564 1.468 0.45
N -1.049 -3.326 2.712 -0.71
C -1.864 -4.249 2.585 0.70
O -2.526 -5.202 2.471 -0.45
C -0.062 -2.962 0.401 0.25
C 0.775 -4.242 0.592 -1.34
P 2.615 -3.984 0.534 0.83
O 3.178 -4.873 -0.482 -0.68
O 3.038 -2.406 0.393 -0.42
O 3.224 -4.485 1.999 -0.56
C 0.001 -2.151 -0.793 1.18
C 0.918 -2.423 -2.006 0.15
C 0.775 -3.831 -2.673 -0.25
C 1.912 -3.924 -3.761 -0.20
O 2.875 -4.603 -3.554 -0.43
N 1.837 -3.202 -5.030 -0.17
C 2.196 -1.832 -4.924 -0.29
C 3.129 -1.287 -4.004 -0.02
C 3.388 0.124 -3.899 -0.67
C 2.728 1.038 -4.768 -0.57
C 1.814 0.490 -5.738 -0.55
C 1.547 -0.898 -5.828 -0.79
C -0.838 -1.025 -0.849 0.25
C -1.722 -0.592 0.206 -0.14
C -2.479 0.684 -0.167 -0.35
O -3.288 1.330 0.426 -0.57
N -2.010 0.935 -1.496 1.24
C -1.984 2.306 -1.997 -1.67
C -0.842 3.170 -1.423 0.84
O 0.457 2.604 -1.617 -0.17
C 1.350 3.118 -0.689 0.39
O 1.326 4.262 -0.329 -0.51
C 2.387 2.115 -0.126 0.41
C 2.806 2.473 1.348 -1.11
C -1.038 0.021 -1.956 0.09
O -0.504 0.190 -3.026 -0.44
H -0.471 -0.652 6.075 0.35
H -2.106 -1.413 6.184 -0.11
H -0.967 -1.703 4.740 0.17
H -1.335 1.200 5.129 0.12
H -3.029 0.534 5.110 -0.59
H -0.780 0.115 3.008 0.31
H -2.093 1.268 2.738 0.47
H -3.580 -0.474 2.135 0.61
H -2.817 -1.742 3.246 0.41
H 0.562 -4.596 1.629 0.47
H 0.447 -5.076 -0.062 0.49
H 3.505 -2.158 1.209 0.32
H 2.944 -3.866 2.697 0.32
H 1.974 -2.214 -1.755 -0.25
H 0.623 -1.683 -2.783 0.03
H 0.945 -4.686 -1.999 0.12
H -0.205 -3.990 -3.173 0.47
H 0.895 -3.264 -5.412 0.37
H 3.641 -1.930 -3.272 0.79
H 4.079 0.545 -3.152 0.52
H 2.861 2.127 -4.729 0.50
H 1.290 1.185 -6.413 0.43
H 0.828 -1.231 -6.598 0.40
H -2.937 2.779 -1.663 0.48
H -2.039 2.310 -3.107 0.33
H -0.861 4.160 -2.012 -0.18
H -1.055 3.431 -0.367 0.06
H 3.281 2.109 -0.793 0.19
H 1.992 1.073 -0.173 -0.13
H 1.950 2.201 1.998 0.20
H 3.016 3.559 1.370 0.25
H 3.733 1.927 1.610 0.41
Be -0.683 5.226 -3.306 -0.19
F -4.673 0.055 -1.741 -0.47
C -6.350 1.752 4.735 -0.73
N -5.434 1.514 5.862 0.72
O -4.936 2.477 6.430 -0.56
O -5.215 0.350 6.168 -0.43
H -6.446 2.828 4.587 0.32
H -5.916 1.258 3.851 0.33
H -7.306 1.310 4.990 0.24
F -6.209 -0.403 3.755 -0.84
Mg -2.243 1.604 6.838 0.44
C 5.830 -1.035 -7.547 -0.48
Br 4.280 -0.944 -6.389 0.37
Br 7.485 -1.066 -6.519 0.08
Br 5.724 -2.517 -8.784 -0.07
H 5.847 -0.126 -8.140 0.39
Br -3.093 -0.603 -3.375 0.27
Cl 8.542 -1.315 -4.120 -0.43
K -4.232 -1.230 7.732 0.95
C -0.759 5.992 2.826 -1.31
C 0.074 4.681 2.720 1.01
O -0.209 3.931 3.782 -0.57
H -0.508 6.555 3.725 0.36
H -0.546 6.631 1.963 0.35
H -1.830 5.787 2.831 0.33
H 1.122 5.014 2.589 0.13
H -0.163 4.269 1.720 -0.55

***

86
Properties=species:S:1:pos:R:3:lowdin_spin:R:1 method="wB97M-V/def2-TZVPD" lumo_ev="-0.12 / -1.87" relative_energy_kj_mol=0.0 spin_multiplicity=5 s_squared=6.058 gap_ev="6.92 / 5.20" homo_energy_ev="-7.047 / -7.066"
Co -0.690 0.251 0.473 2.72
C -0.067 4.548 0.408 0.00
C -0.580 3.152 0.238 0.00
N 0.252 2.174 0.227 0.05
O 1.581 2.373 0.357 0.01
C -2.006 2.834 0.162 0.02
C -3.043 3.956 0.118 0.00
N -2.292 1.572 0.340 0.05
O -3.469 1.151 0.574 0.02
H -0.725 5.183 0.934 0.00
H 0.158 4.967 -0.578 0.00
H 0.832 4.517 0.936 0.00
H 1.944 1.643 -0.239 0.00
H -3.008 4.532 1.014 0.00
H -4.066 3.593 0.044 0.00
H -2.822 4.553 -0.781 0.00
C 3.842 -2.091 0.654 -0.01
C 2.858 -1.897 1.794 -0.01
C 3.064 -2.610 3.012 0.19
C 2.235 -2.346 4.135 0.00
C 2.526 -3.177 5.373 0.00
C 1.270 -1.388 4.018 0.12
C 1.070 -0.686 2.755 0.02
C 1.850 -1.021 1.639 0.12
N 0.137 0.259 2.544 0.49
C -0.379 1.066 3.672 0.03
C 0.637 1.433 4.785 0.01
C -1.013 2.346 3.135 0.01
C -1.583 0.262 4.190 0.03
H 4.006 -1.217 0.041 0.00
H 3.443 -2.783 -0.088 0.00
H 4.773 -2.606 0.913 0.00
H 3.963 -3.176 3.083 0.01
H 3.633 -3.391 5.387 0.00
H 1.992 -4.132 5.355 0.00
H 2.181 -2.595 6.208 0.00
H 0.581 -1.155 4.758 0.01
H 1.660 -0.547 0.710 0.01
H 1.551 1.785 4.327 0.00
H 0.833 0.536 5.420 0.00
H 0.145 2.164 5.426 0.00
H -0.240 2.795 2.569 0.00
H -1.163 3.040 3.912 0.00
H -1.941 2.251 2.674 0.00
H -1.217 -0.732 4.665 0.00
H -2.200 -0.001 3.331 0.00
H -2.207 0.739 4.921 0.00
Br -2.811 -1.378 -1.649 0.01
C -2.127 -2.422 -0.335 0.00
C -2.262 -3.786 -0.403 0.00
C -1.827 -4.590 0.671 0.00
C -1.411 -3.971 1.847 0.00
C -1.292 -2.561 1.838 0.00
N -1.578 -1.790 0.761 0.03
H -2.738 -4.249 -1.291 0.00
H -1.748 -5.689 0.555 0.00
H -1.112 -4.457 2.799 0.00
H -0.991 -2.068 2.739 0.00
Cl 1.922 -4.033 -6.401 0.00
C 1.740 -2.967 -5.031 0.00
C 2.910 -2.438 -4.400 0.00
C 2.805 -1.593 -3.362 0.00
C 1.536 -1.168 -2.951 0.00
C 0.370 -1.542 -3.660 0.00
C 0.486 -2.509 -4.698 0.00
C 1.363 -0.324 -1.718 0.01
O 2.217 0.478 -1.337 0.00
O 0.271 -0.545 -1.111 0.05
H 3.872 -2.778 -4.729 0.00
H 3.695 -1.236 -2.894 0.00
H -0.594 -1.324 -3.284 0.00
H -0.336 -2.909 -5.200 0.00
O -0.854 3.969 -3.387 0.00
S -0.591 2.491 -3.281 0.00
C -0.129 1.997 -4.970 0.00
C -1.299 2.220 -5.907 0.00
C -2.595 2.135 -5.049 0.00
C -2.174 1.637 -3.625 0.00
H 0.162 0.947 -4.924 0.00
H 0.766 2.651 -5.103 0.00
H -1.367 1.554 -6.799 0.00
H -1.179 3.206 -6.331 0.00
H -3.351 1.433 -5.436 0.00
H -3.114 3.094 -4.951 0.00
H -1.938 0.554 -3.599 0.00
H -2.999 1.832 -2.944 0.00